1.
# C3H8FOP

A cluster of 2 separate species, C3H8FOP in total at a distorted geometry (ωB97M-V with the def2-TZVPD basis set, the Open Molecules 2025 dataset).

Structure (XYZ):
```
14
Properties=species:S:1:pos:R:3
C 1.6619 -0.7681 -1.8818
C -1.3500 -0.9774 0.9124
C 0.3882 1.4415 -0.0387
O -0.2668 -1.3476 0.0666
F -1.8526 1.3566 1.9457
P 1.0190 -0.4485 -0.2291
H 1.6446 -1.8146 -2.1685
H 2.6607 -0.3964 -2.0722
H -1.4710 -1.6111 1.8017
H -2.2610 -0.9206 0.3173
H -1.0540 -0.0056 1.2228
H 0.8365 2.0317 -0.8359
H -0.7663 1.6965 0.0711
H 0.8106 1.7636 0.8884
```

Values from the calculation:
- frontier orbital gap (alpha / beta) (eV) = 4.32 / 4.66
- DFT total energy (eV) = -17288.9087

2.
# C3H8FP

A cluster of 2 separate species, C3H8FP in total at a distorted geometry (ωB97M-V with the def2-TZVPD basis set, the Open Molecules 2025 dataset).

Structure (XYZ):
```
13
Properties=species:S:1:pos:R:3
C 0.9927 1.0953 0.1081
C 2.2413 -1.1136 0.0729
C 1.3408 -0.2767 -0.3707
F 0.4764 -0.6888 -1.3325
P -3.5676 0.2819 -0.0827
H 0.5293 1.0691 1.0854
H 2.0388 1.5263 0.2125
H 0.5509 1.7115 -0.7711
H -2.2282 0.1903 0.2198
H 3.1051 -0.7163 0.7082
H 2.2875 -2.0259 -0.4158
H -3.9761 -0.0447 1.1150
H -3.7909 -1.0086 -0.5490
```

Values from the calculation:
- frontier orbital gap (eV) = 10.67
- DFT total energy (eV) = -15244.8568
- SMILES = C=C(C)F.P

3.
# C3H8FP

A cluster of 2 separate species, C3H8FP in total at a distorted geometry (ωB97M-V with the def2-TZVPD basis set, the Open Molecules 2025 dataset).

Structure (XYZ):
```
13
Properties=species:S:1:pos:R:3
C 1.2916 -0.0938 -0.6757
C 0.4308 -0.8557 1.6819
C 0.7896 -1.1479 0.4296
F 0.6026 -2.3675 -0.0993
P -2.0106 1.7894 -0.3542
H 0.3569 0.2458 -1.1163
H 1.8457 0.7505 -0.2570
H 1.9119 -0.5098 -1.4271
H -2.2702 0.3585 -0.0029
H 0.7044 0.1985 2.0314
H 0.0892 -1.5953 2.3532
H -2.8716 1.7131 -1.3948
H -0.8704 1.5141 -1.1689
```

Values from the calculation:
- frontier orbital gap (eV) = 10.61
- DFT total energy (eV) = -15245.0303
- SMILES = C=C(C)F.P

Record-wise relative energy (zero: lowest compared OMol25 entry of this formula, charge and spin) values, in kJ/mol: 562.80 249.19 232.44